112
Properties=species:S:1:pos:R:3:forces:R:3:lowdin_charge:R:1 method="wB97M-V/def2-TZVPD" homo_lumo_gap_ev=7.79 lumo_energy_ev=0.167 spin_multiplicity=1
In 0.851103 0.106162 0.555882 -0.7 -0.6 -0.2 0.525
C -1.150081 4.119701 -0.668068 -1.7 -1.1 0.1 -0.283
Sb -1.257952 1.938242 -0.860656 0.1 -0.1 0.4 1.387
C -3.240783 1.653306 -0.095712 0.7 0.5 1.1 -0.271
C -1.675823 1.934826 -2.983860 -0.8 -0.8 1.3 -0.318
C -3.127981 2.032705 -3.293085 0.4 -0.8 -0.4 -0.297
C -3.669090 3.295233 -3.327809 -0.2 0.9 0.4 -0.076
C -4.958439 3.514466 -3.744619 -0.6 -0.3 -0.3 -0.093
C -5.766334 2.438750 -4.092227 0.1 0.2 -0.1 -0.082
C -5.255445 1.146884 -4.013112 0.5 0.9 -0.1 -0.047
C -3.918280 0.925168 -3.670448 0.2 -0.3 -0.2 -0.259
C -3.319149 -0.448482 -3.935695 -0.6 0.6 1.8 -0.298
Sb -2.508211 -1.487578 -2.156572 0.3 0.7 0.2 1.364
C -2.331720 -3.384887 -3.107863 -1.0 0.0 -0.8 -0.348
C -4.423352 -1.877750 -1.330184 -0.4 -0.6 -1.3 -0.315
H -0.410604 4.547300 -1.290415 0.8 0.3 -0.9 -0.018
H -0.803257 4.235171 0.353896 -0.5 0.6 0.2 -0.029
H -2.175729 4.510382 -0.947510 1.3 -0.2 0.8 0.022
H -3.725630 0.981991 -0.735610 -0.8 -1.0 -1.1 -0.046
H -3.716597 2.607562 -0.187513 -0.5 0.6 0.0 -0.002
H -3.365278 1.251978 0.924259 0.6 0.3 -0.4 0.023
H -1.166038 1.066752 -3.332305 0.2 -0.6 -0.5 0.011
H -1.148407 2.798806 -3.263058 0.7 1.2 -0.7 0.036
H -3.082773 4.161202 -3.018666 0.1 -0.2 -0.2 0.107
H -5.314025 4.514825 -3.892297 -0.2 0.4 0.1 0.096
H -6.740810 2.652663 -4.530903 0.1 -0.3 0.3 0.103
H -5.844904 0.340851 -4.380247 -0.4 -0.6 -0.1 0.099
H -2.496634 -0.318131 -4.596315 0.6 -0.2 -0.8 0.047
H -4.092705 -1.108414 -4.299124 0.0 -0.2 -0.5 0.048
H -3.237650 -3.557598 -3.787175 1.2 -0.1 1.2 0.036
H -2.137268 -4.159688 -2.352823 -0.4 0.1 -0.4 0.010
H -1.455282 -3.297982 -3.729583 0.4 -0.2 -0.3 -0.031
H -4.711441 -2.838665 -1.771120 -0.1 0.1 0.2 0.007
H -5.139639 -1.150994 -1.665530 -0.3 0.5 -0.3 -0.008
H -4.517118 -1.944446 -0.285143 0.4 -0.1 1.4 -0.020
C 3.514284 -1.871725 2.674934 0.9 0.5 -1.0 0.033
C 2.136180 -2.339240 2.517885 1.0 -0.3 0.4 -0.372
N 1.174140 -1.659918 1.997961 -1.4 1.8 -0.7 0.073
C 0.021840 -2.397504 2.065652 0.1 -0.4 -0.6 -0.145
C 0.337895 -3.596535 2.615489 0.0 -0.8 0.5 -0.052
N 1.683886 -3.532081 2.881364 -0.8 -0.8 0.5 0.209
C -0.415800 -4.827410 3.014762 -0.9 0.5 -1.1 -0.484
O -1.702167 -4.816165 2.693763 0.1 0.5 -0.1 0.100
O 0.155399 -5.747739 3.542288 0.1 0.0 0.2 0.106
C -1.220901 -1.931245 1.395880 -1.0 -0.1 0.0 -0.578
O -2.203509 -2.707571 1.304619 0.6 0.2 0.3 0.028
O -1.216587 -0.740710 0.964968 0.7 -0.1 -0.1 -0.167
H 3.747104 -1.330361 1.713803 0.2 -0.5 1.0 0.096
H 4.210006 -2.700988 2.853637 -0.1 0.2 -0.3 0.098
H 3.630770 -1.168000 3.499786 -0.2 0.0 -0.1 0.089
H 2.171356 -4.290168 3.317596 0.3 -0.2 0.2 0.173
H -2.008842 -3.973042 2.126295 0.7 -0.7 0.5 0.090
C 4.514528 -3.406901 -2.317334 -1.3 1.6 0.7 -0.177
Si 3.247878 -3.191010 -3.665005 -0.5 0.1 -0.1 0.562
C 1.850258 -4.475828 -3.585682 0.2 0.4 1.8 -0.177
C 4.322784 -3.391592 -5.223316 -1.2 -0.2 0.1 -0.185
C 2.521681 -1.395347 -3.629319 1.0 -0.7 -1.0 -0.255
C 2.716905 -0.570832 -4.733062 0.2 -1.0 -0.6 -0.110
C 2.440812 0.770730 -4.702489 0.1 2.0 -0.2 -0.078
C 1.950733 1.346785 -3.498328 0.2 -1.2 -0.8 -0.130
N 1.647577 0.548548 -2.457874 0.7 0.9 -0.8 -0.004
C 1.971755 -0.761453 -2.539217 -1.1 0.7 1.3 -0.740
S 1.556006 -1.674553 -1.116302 -0.1 -0.3 0.8 0.649
H 5.025949 -4.285975 -2.490063 0.9 -2.3 -0.1 0.002
H 4.136317 -3.336869 -1.303945 -0.3 -0.4 0.2 0.012
H 5.281843 -2.668296 -2.311163 0.6 1.0 -0.5 0.028
H 2.263612 -5.471850 -3.423014 0.0 -0.1 -0.5 0.027
H 1.164271 -4.423995 -4.403563 -0.2 -0.2 -0.8 0.010
H 1.205310 -4.338619 -2.685111 0.5 0.3 -0.4 0.020
H 4.828181 -4.370926 -5.272587 -0.4 0.3 -0.1 0.041
H 5.072050 -2.641530 -5.093815 0.7 0.6 -0.2 0.015
H 3.745685 -3.168990 -6.139208 0.4 -0.3 0.2 0.031
H 3.105955 -1.038712 -5.649807 -0.1 0.5 0.3 0.097
H 2.690239 1.388960 -5.603434 -0.4 -0.5 1.1 0.113
H 1.808733 2.444008 -3.408042 -0.1 -0.9 0.1 0.115
C -2.843417 2.253322 6.451049 0.9 1.4 -0.8 -0.067
C -3.100527 1.671036 5.046849 0.1 -0.9 0.2 -0.233
N -2.175720 1.888656 3.954006 1.2 0.1 0.2 -0.085
C -2.111443 3.265130 3.440647 -0.8 -0.5 0.3 -0.207
C -1.173956 4.128297 4.259258 0.1 1.2 -0.3 -0.083
C -1.094431 1.049909 3.729735 0.5 0.1 -0.3 -0.374
C -1.019608 -0.293478 4.453759 -0.4 0.8 -1.2 0.017
N -0.130049 1.318895 2.879480 -0.9 0.6 1.3 0.104
H -3.398543 1.672911 7.190940 -0.2 0.5 -0.1 0.075
H -3.058648 3.350225 6.439077 0.0 -0.9 0.6 0.070
H -1.759910 2.134687 6.716143 -0.8 0.1 -0.3 0.092
H -4.076875 1.779153 4.590688 -0.5 0.7 0.6 0.125
H -3.071077 0.643148 5.286518 -0.1 -1.4 -0.4 0.076
H -3.142622 3.718403 3.561589 1.0 -0.7 -0.5 0.145
H -1.833284 3.236506 2.369107 -0.4 0.1 0.5 0.095
H -1.677584 4.480063 5.163785 0.3 -0.1 -0.1 0.065
H -0.950917 4.994271 3.642655 -0.1 0.5 0.1 0.075
H -0.184336 3.754712 4.502574 -0.1 -0.7 0.1 0.077
H -1.621041 -0.969005 3.855641 -0.3 -0.4 0.2 0.088
H -1.354886 -0.272668 5.469065 -0.2 0.0 0.5 0.069
H -0.005013 -0.637613 4.421909 0.5 -0.1 -0.1 0.072
H -0.223338 2.321386 2.684729 0.3 -0.4 -0.6 0.021
C 2.052906 1.851668 0.678829 2.0 -0.8 1.6 -0.235
C 3.400330 1.608406 1.379780 -1.8 -0.5 -1.6 -0.292
C 4.407650 1.089888 0.584683 2.1 0.0 -0.3 -0.052
C 5.678967 0.878082 1.122019 0.8 -0.7 -0.8 -0.029
C 5.879189 1.015667 2.481520 0.4 1.4 0.5 -0.263
C 4.861337 1.500174 3.292371 -0.5 -0.1 -1.1 -0.032
C 3.612188 1.786703 2.737372 1.4 -0.6 0.4 -0.030
C 7.204874 0.892193 3.035957 -0.2 -1.4 -0.3 -0.186
N 8.210300 0.479360 3.413578 0.2 0.6 0.2 0.152
H 2.196623 2.158861 -0.331989 0.0 0.4 -0.6 0.026
H 1.561147 2.539837 1.305759 -1.1 1.1 0.2 0.012
H 4.334141 0.917783 -0.491506 -0.5 0.2 0.3 0.124
H 6.595080 0.600418 0.530890 -1.4 0.2 0.3 0.140
H 5.104053 1.681809 4.307771 -0.2 0.1 0.9 0.108
H 2.857654 2.055542 3.425971 -1.0 0.6 0.3 0.098